Run P
Molecular formula: C48H96O24S12
Method: DFT, the ωB97M-V functional and the def2-TZVPD basis

Last columns: bonded neighbours and bond lengths (Å).
Positions of all 180 atoms, in Å:
1 O -0.1520 1.8207 5.0541  S2 1.487
2 S -1.0141 0.7321 4.5225  O1 1.487, O3 1.428, C4 1.851, C7 1.814
3 O -1.8759 1.0331 3.4238  S2 1.428
4 C -0.0729 -0.8587 4.4204  S2 1.851, C5 1.521, H8 1.090, H9 1.090
5 C -0.8307 -1.8685 5.2693  C4 1.521, C6 1.497, H10 1.090, H11 1.090
6 C -1.3803 -1.1545 6.4650  C5 1.497, C7 1.573, H12 1.090, H13 1.090
7 C -1.9915 0.2027 5.9555  S2 1.814, C6 1.573, H14 1.090, H15 1.090
8 H 0.8905 -0.6616 4.8908  C4 1.090
9 H 0.2306 -0.9917 3.3820  C4 1.090
10 H -1.6452 -2.2213 4.6366  C5 1.090
11 H -0.2712 -2.7721 5.5114  C5 1.090
12 H -0.5483 -1.0579 7.1625  C6 1.090
13 H -2.0834 -1.8546 6.9161  C6 1.090
14 H -2.1590 1.0308 6.6441  C7 1.090
15 H -3.0051 -0.0079 5.6142  C7 1.090
16 O -5.8325 2.8242 -3.0622  S17 1.422
17 S -6.2619 1.8358 -2.1347  O16 1.422, O18 1.426, C19 1.858, C22 1.848
18 O -7.0839 0.7987 -2.6664  S17 1.426
19 C -4.7787 1.2443 -1.1852  S17 1.858, C20 1.565, H23 1.090, H24 1.090
20 C -4.9601 1.5416 0.3407  C19 1.565, C21 1.454, H25 1.090, H26 1.090
21 C -5.8159 2.7170 0.3806  C20 1.454, C22 1.563, H27 1.090, H28 1.090
22 C -7.0246 2.4867 -0.5827  S17 1.848, C21 1.563, H29 1.090, H30 1.090
23 H -3.9449 1.8475 -1.5446  C19 1.090
24 H -4.5192 0.2323 -1.4960  C19 1.090
25 H -5.5801 0.7599 0.7795  C20 1.090
26 H -4.0240 1.6071 0.8952  C20 1.090
27 H -5.2596 3.6168 0.1180  C21 1.090
28 H -6.2897 2.8851 1.3477  C21 1.090
29 H -7.6431 3.3760 -0.7038  C22 1.090
30 H -7.6348 1.6659 -0.2057  C22 1.090
31 O 1.9605 -1.7939 -0.1775  S32 1.519
32 S 0.9279 -1.1774 -1.1049  O31 1.519, O33 1.455, C34 1.825, C37 1.845
33 O 0.9967 -1.3720 -2.5454  S32 1.455
34 C -0.7866 -1.4527 -0.5440  S32 1.825, C35 1.545, H38 1.090, H39 1.090
35 C -1.2411 -0.2576 0.3234  C34 1.545, C36 1.539, H40 1.090, H41 1.090
36 C -0.5906 0.9912 -0.2984  C35 1.539, C37 1.567, H42 1.090, H43 1.090
37 C 0.8845 0.6147 -0.6694  S32 1.845, C36 1.567, H44 1.090, H45 1.090
38 H -0.7327 -2.4744 -0.1679  C34 1.090
39 H -1.3710 -1.5544 -1.4585  C34 1.090
40 H -2.3270 -0.1933 0.3925  C35 1.090
41 H -1.0425 -0.4386 1.3797  C35 1.090
42 H -0.6403 1.8144 0.4144  C36 1.090
43 H -1.0855 1.2647 -1.2302  C36 1.090
44 H 1.4604 0.6588 0.2550  C37 1.090
45 H 1.4541 1.2623 -1.3359  C37 1.090
46 O 5.3192 2.4366 -1.2149  S47 1.451
47 S 4.3546 3.5165 -1.3117  O46 1.451, O48 1.460, C49 1.873, C52 1.849
48 O 2.9187 3.2679 -1.2268  S47 1.460
49 C 4.9247 4.9701 -0.2766  S47 1.873, C50 1.593, H53 1.090, H54 1.090
50 C 4.5497 6.1775 -1.2459  C49 1.593, C51 1.544, H55 1.090, H56 1.090
51 C 5.0433 5.8282 -2.6670  C50 1.544, C52 1.535, H57 1.090, H58 1.090
52 C 4.4904 4.4182 -2.9202  S47 1.849, C51 1.535, H59 1.090, H60 1.090
53 H 5.9905 4.8374 -0.0910  C49 1.090
54 H 4.4378 4.9419 0.6982  C49 1.090
55 H 3.4659 6.2778 -1.1873  C50 1.090
56 H 5.0353 7.0847 -0.8862  C50 1.090
57 H 6.1328 5.8538 -2.6867  C51 1.090
58 H 4.8644 6.6399 -3.3721  C51 1.090
59 H 5.0806 3.8429 -3.6334  C52 1.090
60 H 3.4520 4.4889 -3.2439  C52 1.090
61 O -1.0310 4.3374 -0.7924  S62 1.488
62 S -0.4579 5.6142 -1.2967  O61 1.488, O63 1.466, C64 1.889, C67 1.839
63 O 0.2790 6.5658 -0.4599  S62 1.466
64 C 0.3992 5.1777 -2.9222  S62 1.889, C65 1.476, H68 1.090, H69 1.090
65 C -0.5554 5.5622 -3.9802  C64 1.476, C66 1.576, H70 1.090, H71 1.090
66 C -2.0083 5.8004 -3.4168  C65 1.576, C67 1.484, H72 1.090, H73 1.090
67 C -1.9078 6.4322 -2.0777  S62 1.839, C66 1.484, H74 1.090, H75 1.090
68 H 0.5365 4.0981 -2.8617  C64 1.090
69 H 1.4286 5.5351 -2.8951  C64 1.090
70 H -0.1547 6.4893 -4.3901  C65 1.090
71 H -0.5485 4.8348 -4.7920  C65 1.090
72 H -2.5160 4.8375 -3.3616  C66 1.090
73 H -2.5825 6.4594 -4.0681  C66 1.090
74 H -2.7222 6.4589 -1.3538  C67 1.090
75 H -1.6514 7.4676 -2.3016  C67 1.090
76 O 6.8505 -3.0869 2.8814  S77 1.453
77 S 6.7851 -1.6763 3.2257  O76 1.453, O78 1.514, C79 1.788, C82 1.848
78 O 7.4443 -1.1754 4.4938  S77 1.514
79 C 7.1354 -0.6574 1.7988  S77 1.788, C80 1.541, H83 1.090, H84 1.090
80 C 5.8316 0.1087 1.5024  C79 1.541, C81 1.536, H85 1.090, H86 1.090
81 C 4.6706 -0.8203 1.8869  C80 1.536, C82 1.537, H87 1.090, H88 1.090
82 C 4.9682 -1.3483 3.2995  S77 1.848, C81 1.537, H89 1.090, H90 1.090
83 H 7.4643 -1.3683 1.0408  C79 1.090
84 H 7.9071 0.0794 2.0215  C79 1.090
85 H 5.7848 1.0184 2.1010  C80 1.090
86 H 5.7481 0.4685 0.4769  C80 1.090
87 H 4.4780 -1.5484 1.0989  C81 1.090
88 H 3.8247 -0.1376 1.8064  C81 1.090
89 H 4.5436 -2.2626 3.7140  C82 1.090
90 H 4.7279 -0.5314 3.9800  C82 1.090
91 O 7.8279 -5.1633 -1.6175  S92 1.431
92 S 7.4532 -3.7821 -1.6415  O91 1.431, O93 1.458, C94 1.890, C97 1.846
93 O 8.4035 -2.7648 -1.2083  S92 1.458
94 C 6.7285 -3.3258 -3.3262  S92 1.890, C95 1.551, H98 1.090, H99 1.090
95 C 5.1908 -3.5064 -3.2394  C94 1.551, C96 1.534, H100 1.090, H101 1.090
96 C 4.8202 -4.0009 -1.8358  C95 1.534, C97 1.535, H102 1.090, H103 1.090
97 C 5.8345 -3.4883 -0.8040  S92 1.846, C96 1.535, H104 1.090, H105 1.090
98 H 7.3356 -3.6635 -4.1662  C94 1.090
99 H 6.8389 -2.2414 -3.3194  C94 1.090
100 H 4.6697 -2.5836 -3.4943  C95 1.090
101 H 4.9586 -4.2645 -3.9874  C95 1.090
102 H 4.8316 -5.0908 -1.8253  C96 1.090
103 H 3.8446 -3.6081 -1.5495  C96 1.090
104 H 5.8937 -3.9922 0.1608  C97 1.090
105 H 5.8223 -2.4138 -0.6215  C97 1.090
106 O -3.7989 -2.0758 -1.4937  S107 1.467
107 S -3.8464 -3.1667 -2.4732  O106 1.467, O108 1.451, C109 1.814, C112 1.849
108 O -3.0091 -3.1238 -3.6574  S107 1.451
109 C -3.6203 -4.7402 -1.5990  S107 1.814, C110 1.572, H113 1.090, H114 1.090
110 C -4.9738 -5.5109 -1.8094  C109 1.572, C111 1.495, H115 1.090, H116 1.090
111 C -6.0799 -4.5145 -1.9500  C110 1.495, C112 1.553, H117 1.090, H118 1.090
112 C -5.6171 -3.4141 -2.9427  S107 1.849, C111 1.553, H119 1.090, H120 1.090
113 H -3.3940 -4.4349 -0.5774  C109 1.090
114 H -2.7872 -5.1742 -2.1518  C109 1.090
115 H -5.0045 -6.2668 -2.5940  C110 1.090
116 H -5.0758 -6.1661 -0.9443  C110 1.090
117 H -6.2810 -4.0615 -0.9792  C111 1.090
118 H -6.9926 -5.0657 -2.1766  C111 1.090
119 H -6.0633 -2.4228 -3.0233  C112 1.090
120 H -5.5288 -3.7873 -3.9630  C112 1.090
121 O -3.2096 -3.9905 2.7775  S122 1.490
122 S -4.6365 -3.6796 2.4826  O121 1.490, O123 1.450, C124 1.905, C127 1.808
123 O -5.3066 -4.4757 1.4729  S122 1.450
124 C -5.6304 -3.5635 4.1039  S122 1.905, C125 1.527, H128 1.090, H129 1.090
125 C -5.4962 -2.1061 4.5408  C124 1.527, C126 1.558, H130 1.090, H131 1.090
126 C -5.6153 -1.2716 3.2302  C125 1.558, C127 1.559, H132 1.090, H133 1.090
127 C -4.7994 -1.9263 2.0744  S122 1.808, C126 1.559, H134 1.090, H135 1.090
128 H -5.1321 -4.2621 4.7760  C124 1.090
129 H -6.5935 -3.9472 3.7671  C124 1.090
130 H -6.2761 -1.6938 5.1811  C125 1.090
131 H -4.5726 -1.8585 5.0640  C125 1.090
132 H -5.1789 -0.3244 3.5470  C126 1.090
133 H -6.6535 -1.1759 2.9123  C126 1.090
134 H -3.8010 -1.5095 1.9414  C127 1.090
135 H -5.2549 -1.8289 1.0889  C127 1.090
136 O 1.8381 1.2848 2.7569  S137 1.487
137 S 2.3449 2.6536 2.4751  O136 1.487, O138 1.451, C139 1.816, C142 1.850
138 O 3.6262 2.8175 1.8149  S137 1.451
139 C 1.1424 3.7293 1.6418  S137 1.816, C140 1.506, H143 1.090, H144 1.090
140 C 1.3347 5.0512 2.3380  C139 1.506, C141 1.531, H145 1.090, H146 1.090
141 C 1.3563 4.8554 3.8558  C140 1.531, C142 1.572, H147 1.090, H148 1.090
142 C 2.2504 3.5812 4.0725  S137 1.850, C141 1.572, H149 1.090, H150 1.090
143 H 0.1887 3.3107 1.9632  C139 1.090
144 H 1.2179 3.5333 0.5722  C139 1.090
145 H 2.2601 5.4886 1.9635  C140 1.090
146 H 0.5901 5.7631 1.9819  C140 1.090
147 H 0.3621 4.7976 4.2987  C141 1.090
148 H 1.8427 5.6990 4.3455  C141 1.090
149 H 1.7880 2.9790 4.8547  C142 1.090
150 H 3.2551 3.6527 4.4890  C142 1.090
151 O -0.4004 -5.3550 -0.1034  S152 1.448
152 S 0.3727 -5.8920 0.9967  O151 1.448, O153 1.471, C154 1.890, C157 1.860
153 O 0.0475 -7.2014 1.5827  S152 1.471
154 C 2.1890 -5.8583 0.4759  S152 1.890, C155 1.547, H158 1.090, H159 1.090
155 C 2.9112 -4.9496 1.4991  C154 1.547, C156 1.502, H160 1.090, H161 1.090
156 C 2.0280 -4.8550 2.7105  C155 1.502, C157 1.512, H162 1.090, H163 1.090
157 C 0.5534 -4.7028 2.4156  S152 1.860, C156 1.512, H164 1.090, H165 1.090
158 H 2.2542 -5.3247 -0.4723  C154 1.090
159 H 2.6017 -6.8647 0.4055  C154 1.090
160 H 3.8980 -5.3193 1.7777  C155 1.090
161 H 3.0859 -3.9735 1.0466  C155 1.090
162 H 2.2703 -4.0403 3.3929  C156 1.090
163 H 2.2271 -5.8647 3.0698  C156 1.090
164 H 0.3022 -3.6979 2.0764  C157 1.090
165 H -0.0942 -5.0914 3.2016  C157 1.090
166 O -1.5205 -0.7583 -7.5461  S167 1.447
167 S -2.2012 0.4137 -7.0393  O166 1.447, O168 1.494, C169 1.834, C172 1.831
168 O -3.1883 1.1187 -7.9110  S167 1.494
169 C -3.0459 -0.1639 -5.5179  S167 1.834, C170 1.535, H173 1.090, H174 1.090
170 C -2.1124 0.2541 -4.3737  C169 1.535, C171 1.539, H175 1.090, H176 1.090
171 C -1.5378 1.6318 -4.7489  C170 1.539, C172 1.553, H177 1.090, H178 1.090
172 C -1.0885 1.6252 -6.2356  S167 1.831, C171 1.553, H179 1.090, H180 1.090
173 H -3.1324 -1.2371 -5.6875  C169 1.090
174 H -3.9956 0.3568 -5.3952  C169 1.090
175 H -2.5527 0.2877 -3.3771  C170 1.090
176 H -1.2793 -0.4484 -4.3494  C170 1.090
177 H -0.7234 1.9039 -4.0776  C171 1.090
178 H -2.2891 2.4125 -4.6299  C171 1.090
179 H -0.0981 1.2328 -6.4663  C172 1.090
180 H -1.1404 2.5753 -6.7673  C172 1.090

The HOMO energy is -9.71 eV. The SMILES is O=S1(=O)CCCC1.O=S1(=O)CCCC1.O=S1(=O)CCCC1.O=S1(=O)CCCC1.O=S1(=O)CCCC1.O=S1(=O)CCCC1.O=S1(=O)CCCC1.O=S1(=O)CCCC1.O=S1(=O)CCCC1.O=S1(=O)CCCC1.O=S1(=O)CCCC1.O=S1(=O)CCCC1. The charge is 0.

***

Run Q
Molecular formula: C48H96O24S12
Method: DFT, the ωB97M-V functional and the def2-TZVPD basis

Last columns: bonded neighbours and bond lengths (Å).
Positions of all 180 atoms, in Å:
1 O 5.0277 -18.3527 25.3679  S2 1.418
2 S 3.8352 -18.3788 26.1353  O1 1.418, O3 1.457, C4 1.836, C7 1.836
3 O 3.1729 -17.1623 26.5877  S2 1.457
4 C 2.5937 -19.5118 25.3960  S2 1.836, C5 1.514, H8 1.067, H9 1.107
5 C 2.4519 -20.6764 26.3521  C4 1.514, C6 1.602, H10 1.067, H11 1.147
6 C 3.8501 -20.7743 27.1275  C5 1.602, C7 1.546, H12 1.105, H13 1.069
7 C 4.2162 -19.3619 27.6387  S2 1.836, C6 1.546, H14 1.099, H15 1.103
8 H 3.0505 -19.8181 24.4819  C4 1.067
9 H 1.7391 -18.8609 25.1273  C4 1.107
10 H 1.6661 -20.5483 27.0630  C5 1.067
11 H 2.2257 -21.6147 25.7322  C5 1.147
12 H 4.5991 -21.1502 26.4065  C6 1.105
13 H 3.7285 -21.4402 27.9551  C6 1.069
14 H 5.2735 -19.2236 27.9030  C7 1.099
15 H 3.6985 -19.0618 28.5658  C7 1.103
16 O 0.9433 -13.6684 27.8533  S17 1.426
17 S 2.0929 -12.8590 27.6176  O16 1.426, O18 1.432, C19 1.783, C22 1.821
18 O 2.5859 -11.9790 28.6344  S17 1.432
19 C 3.3660 -13.9004 26.9299  S17 1.783, C20 1.499, H23 1.080, H24 1.103
20 C 3.0920 -13.9076 25.4565  C19 1.499, C21 1.576, H25 1.059, H26 1.069
21 C 2.8280 -12.4089 25.0446  C20 1.576, C22 1.532, H27 1.076, H28 1.093
22 C 1.8093 -11.9235 26.0811  S17 1.821, C21 1.532, H29 1.067, H30 1.077
23 H 3.3762 -14.8924 27.3563  C19 1.080
24 H 4.3724 -13.5361 27.1984  C19 1.103
25 H 3.8227 -14.2837 24.7886  C20 1.059
26 H 2.1853 -14.4580 25.3233  C20 1.069
27 H 2.4216 -12.3312 24.0509  C21 1.076
28 H 3.8142 -11.9368 25.0428  C21 1.093
29 H 0.8145 -12.1604 25.7770  C22 1.067
30 H 1.8285 -10.9039 26.4275  C22 1.077
31 O -0.1084 -13.1595 23.0194  S32 1.444
32 S -0.6280 -12.1996 22.0748  O31 1.444, O33 1.450, C34 1.810, C37 1.769
33 O -1.9967 -12.2943 21.6048  S32 1.450
34 C -0.0961 -10.5832 22.6922  S32 1.810, C35 1.557, H38 1.098, H39 1.136
35 C 1.0450 -10.1684 21.7179  C34 1.557, C36 1.514, H40 1.122, H41 1.081
36 C 1.6420 -11.3763 21.0281  C35 1.514, C37 1.571, H42 1.110, H43 1.084
37 C 0.4316 -12.3089 20.6625  S32 1.769, C36 1.571, H44 1.096, H45 1.064
38 H 0.3272 -10.7710 23.6879  C34 1.098
39 H -1.0269 -9.9397 22.5904  C34 1.136
40 H 0.5191 -9.5187 20.9690  C35 1.122
41 H 1.8297 -9.5591 22.1436  C35 1.081
42 H 2.3591 -11.9302 21.6695  C36 1.110
43 H 2.1611 -11.1815 20.0964  C36 1.084
44 H 0.6534 -13.3819 20.6501  C37 1.096
45 H -0.0702 -11.9445 19.7975  C37 1.064
46 O 3.1628 -20.0826 18.1600  S47 1.450
47 S 3.1202 -18.7936 18.8218  O46 1.450, O48 1.478, C49 1.754, C52 1.832
48 O 4.2972 -18.3299 19.5871  S47 1.478
49 C 2.6976 -17.5149 17.6981  S47 1.754, C50 1.537, H53 1.082, H54 1.095
50 C 1.1737 -17.5713 17.5089  C49 1.537, C51 1.583, H55 1.091, H56 1.036
51 C 0.6946 -17.6826 19.0136  C50 1.583, C52 1.503, H57 1.085, H58 1.111
52 C 1.5950 -18.5812 19.8136  S47 1.832, C51 1.503, H59 1.097, H60 1.085
53 H 3.2072 -17.6889 16.7590  C49 1.082
54 H 2.9288 -16.5052 18.0536  C49 1.095
55 H 0.8321 -16.6389 17.0576  C50 1.091
56 H 0.8977 -18.3641 16.9025  C50 1.036
57 H -0.2835 -18.1516 19.0521  C51 1.085
58 H 0.6705 -16.6611 19.4495  C51 1.111
59 H 1.0980 -19.5338 20.0371  C52 1.097
60 H 1.9551 -18.0894 20.7117  C52 1.085
61 O 3.8393 -13.9711 22.4375  S62 1.445
62 S 3.5062 -15.1630 21.6910  O61 1.445, O63 1.492, C64 1.793, C67 1.738
63 O 2.2012 -15.2682 20.9750  S62 1.492
64 C 4.8358 -15.5653 20.5575  S62 1.793, C65 1.503, H68 1.100, H69 1.041
65 C 5.9077 -15.9965 21.5189  C64 1.503, C66 1.539, H70 1.131, H71 1.086
66 C 5.2566 -16.9345 22.5502  C65 1.539, C67 1.547, H72 1.045, H73 1.066
67 C 3.7900 -16.4934 22.7721  S62 1.738, C66 1.547, H74 1.080, H75 1.091
68 H 4.9524 -14.6858 19.9064  C64 1.100
69 H 4.4609 -16.3695 20.0139  C64 1.041
70 H 6.7638 -16.4282 20.9190  C65 1.131
71 H 6.3015 -15.1616 22.0903  C65 1.086
72 H 5.7777 -16.8548 23.4526  C66 1.045
73 H 5.3424 -17.9475 22.2299  C66 1.066
74 H 3.5552 -16.3546 23.8171  C67 1.080
75 H 3.2869 -17.3789 22.3813  C67 1.091
76 O 3.1890 -14.1139 17.0983  S77 1.420
77 S 2.7758 -13.0210 16.2914  O76 1.420, O78 1.459, C79 1.778, C82 1.814
78 O 2.7396 -11.6618 16.8200  S77 1.459
79 C 3.7815 -12.8368 14.8366  S77 1.778, C80 1.528, H83 1.131, H84 1.060
80 C 2.8774 -13.2333 13.6699  C79 1.528, C81 1.506, H85 1.081, H86 1.126
81 C 1.5134 -12.7319 14.0665  C80 1.506, C82 1.556, H87 1.090, H88 1.090
82 C 1.1679 -13.2636 15.4870  S77 1.814, C81 1.556, H89 1.076, H90 1.130
83 H 4.6622 -13.5311 14.9834  C79 1.131
84 H 4.1589 -11.8476 14.8954  C79 1.060
85 H 3.2031 -12.9187 12.6885  C80 1.081
86 H 2.8034 -14.3563 13.6881  C80 1.126
87 H 0.7609 -13.1703 13.4116  C81 1.090
88 H 1.5632 -11.6459 14.1479  C81 1.090
89 H 0.9286 -14.3128 15.4638  C82 1.076
90 H 0.4124 -12.5925 15.9923  C82 1.130
91 O 7.7536 -13.7417 19.2443  S92 1.416
92 S 7.9248 -12.5377 19.9698  O91 1.416, O93 1.433, C94 1.895, C97 1.864
93 O 9.2383 -12.2461 20.4630  S92 1.433
94 C 7.3281 -11.0005 19.0359  S92 1.895, C95 1.543, H98 1.091, H99 1.087
95 C 6.7136 -10.1738 20.1842  C94 1.543, C96 1.543, H100 1.105, H101 1.077
96 C 6.5283 -10.8551 21.5567  C95 1.543, C97 1.552, H102 1.063, H103 1.055
97 C 6.6714 -12.3851 21.3404  S92 1.864, C96 1.552, H104 1.077, H105 1.098
98 H 6.6401 -11.3299 18.2553  C94 1.091
99 H 8.2428 -10.5377 18.6758  C94 1.087
100 H 7.2854 -9.2395 20.3315  C95 1.105
101 H 5.6934 -9.9513 19.9190  C95 1.077
102 H 5.6201 -10.6496 22.0703  C96 1.063
103 H 7.3289 -10.5818 22.1869  C96 1.055
104 H 5.8259 -12.9420 20.9736  C97 1.077
105 H 7.1774 -12.9521 22.1326  C97 1.098
106 O 9.2149 -14.1581 23.3517  S107 1.431
107 S 9.6541 -15.4693 22.9847  O106 1.431, O108 1.421, C109 1.815, C112 1.757
108 O 8.7123 -16.5322 22.9359  S107 1.421
109 C 10.6874 -15.3037 21.5024  S107 1.815, C110 1.519, H113 1.079, H114 1.082
110 C 11.8630 -14.5557 22.1071  C109 1.519, C111 1.524, H115 1.122, H116 1.071
111 C 12.2144 -15.2157 23.4352  C110 1.524, C112 1.558, H117 1.093, H118 1.108
112 C 10.9480 -15.8053 24.1255  S107 1.757, C111 1.558, H119 1.097, H120 1.095
113 H 10.0694 -14.6206 20.9413  C109 1.079
114 H 10.9408 -16.2653 21.0752  C109 1.082
115 H 12.6531 -14.4542 21.3175  C110 1.122
116 H 11.6219 -13.5261 22.2799  C110 1.071
117 H 12.8499 -14.5684 24.0453  C111 1.093
118 H 12.8482 -16.1179 23.3224  C111 1.108
119 H 10.6898 -15.2231 25.0192  C112 1.097
120 H 11.0918 -16.8715 24.3306  C112 1.095
121 O 9.4803 -20.5522 18.9467  S122 1.472
122 S 8.7615 -19.3960 18.3884  O121 1.472, O123 1.449, C124 1.812, C127 1.806
123 O 8.8766 -18.0627 18.9436  S122 1.449
124 C 9.1447 -19.5262 16.6217  S122 1.812, C125 1.584, H128 1.078, H129 1.081
125 C 8.3522 -20.8172 16.1593  C124 1.584, C126 1.583, H130 1.118, H131 1.103
126 C 7.0386 -20.8638 17.0421  C125 1.583, C127 1.471, H132 1.076, H133 1.126
127 C 7.0331 -19.8182 18.0763  S122 1.806, C126 1.471, H134 1.177, H135 1.116
128 H 10.2121 -19.6658 16.5584  C124 1.078
129 H 8.8295 -18.5676 16.2327  C124 1.081
130 H 8.0557 -20.8017 15.0812  C125 1.118
131 H 9.0426 -21.6625 16.3212  C125 1.103
132 H 6.9699 -21.8003 17.5679  C126 1.076
133 H 6.1412 -20.8995 16.3622  C126 1.126
134 H 6.4820 -20.2340 19.0299  C127 1.177
135 H 6.5841 -18.8501 17.7498  C127 1.116
136 O 5.0441 -15.8641 15.0963  S137 1.448
137 S 6.3420 -16.4715 15.3044  O136 1.448, O138 1.440, C139 1.792, C142 1.752
138 O 6.3586 -17.9093 15.2362  S137 1.440
139 C 7.5184 -15.7034 14.1926  S137 1.792, C140 1.529, H143 1.089, H144 1.084
140 C 8.0693 -14.4622 14.8942  C139 1.529, C141 1.564, H145 1.065, H146 1.058
141 C 7.3774 -14.3618 16.2931  C140 1.564, C142 1.533, H147 1.129, H148 1.039
142 C 7.0765 -15.7957 16.7441  S137 1.752, C141 1.533, H149 1.071, H150 1.094
143 H 6.8433 -15.4051 13.3920  C139 1.089
144 H 8.1793 -16.4247 13.7267  C139 1.084
145 H 9.0820 -14.7060 15.1142  C140 1.065
146 H 8.0678 -13.5894 14.2968  C140 1.058
147 H 6.4145 -13.7716 16.3087  C141 1.129
148 H 8.0224 -13.9370 16.9886  C141 1.039
149 H 6.4630 -15.7507 17.6207  C142 1.071
150 H 7.9515 -16.3714 17.0607  C142 1.094
151 O -0.4260 -18.8921 23.0670  S152 1.424
152 S -0.3945 -17.5934 23.6507  O151 1.424, O153 1.436, C154 1.767, C157 1.792
153 O 0.8406 -17.0586 24.1517  S152 1.436
154 C -1.0307 -16.3867 22.5268  S152 1.767, C155 1.567, H158 1.116, H159 1.042
155 C -2.2617 -15.7366 23.2462  C154 1.567, C156 1.557, H160 1.105, H161 1.076
156 C -2.0593 -15.9596 24.7739  C155 1.557, C157 1.531, H162 1.082, H163 1.095
157 C -1.6685 -17.4347 24.9004  S152 1.792, C156 1.531, H164 1.123, H165 1.113
158 H -1.1874 -16.9294 21.5648  C154 1.116
159 H -0.2581 -15.7060 22.3689  C154 1.042
160 H -2.4127 -14.6449 23.1690  C155 1.105
161 H -3.2491 -16.1253 23.0663  C155 1.076
162 H -2.9463 -15.6011 25.2800  C156 1.082
163 H -1.1678 -15.3943 25.0662  C156 1.095
164 H -2.4686 -18.1197 24.5118  C157 1.123
165 H -1.2475 -17.8941 25.8225  C157 1.113
166 O 4.2214 -19.7532 22.5309  S167 1.437
167 S 5.1174 -20.8590 22.7300  O166 1.437, O168 1.418, C169 1.739, C172 1.831
168 O 4.7967 -21.9494 23.5775  S167 1.418
169 C 5.6192 -21.3920 21.1523  S167 1.739, C170 1.570, H173 1.117, H174 1.091
170 C 7.1209 -21.8383 21.2598  C169 1.570, C171 1.559, H175 1.091, H176 1.086
171 C 7.8101 -20.8499 22.2490  C170 1.559, C172 1.587, H177 1.076, H178 1.073
172 C 6.7630 -20.3046 23.3099  S167 1.831, C171 1.587, H179 1.057, H180 1.095
173 H 5.3491 -20.4529 20.6108  C169 1.117
174 H 4.9677 -22.1950 20.8055  C169 1.091
175 H 6.9738 -22.8305 21.6877  C170 1.091
176 H 7.6291 -21.9027 20.3022  C170 1.086
177 H 8.2811 -20.0491 21.7055  C171 1.076
178 H 8.6301 -21.3763 22.6991  C171 1.073
179 H 6.7795 -19.2477 23.2919  C172 1.057
180 H 6.9074 -20.7051 24.3190  C172 1.095

The HOMO energy is -9.54 eV. The SMILES is O=S1(=O)CCCC1.O=S1(=O)CCCC1.O=S1(=O)CCCC1.O=S1(=O)CCCC1.O=S1(=O)CCCC1.O=S1(=O)CCCC1.O=S1(=O)CCCC1.O=S1(=O)CCCC1.O=S1(=O)CCCC1.O=S1(=O)CCCC1.O=S1(=O)CCCC1.O=S1(=O)CCCC1. The charge is 0.

***

Which structure is most stable, and how do the rest compare? From most to least stable: run Q, run P.